The following is a quantum chemistry calculation of CH3FOS2 in the gas phase in a non-equilibrium geometry, from the Open Molecules 2025 dataset.

Each atom is followed by the atoms it is bonded to, with distances in Å.
Cartesian coordinates (Å):
1 S -1.95171 -0.58120 -0.38065  O3 1.514, S5 2.139
2 H 1.94418 0.61559 -0.13352  C8 1.123
3 O -1.48285 -1.85160 0.29634  S1 1.514
4 H 0.65714 -0.58250 0.76319  C8 1.132
5 S -0.50610 0.99386 -0.44546  S1 2.139, F7 1.810, C8 1.801
6 H 0.93148 -0.54550 -1.08122  C8 1.116
7 F -0.57578 1.91796 1.10964  S5 1.810
8 C 0.98363 0.03340 -0.12833  H2 1.123, H4 1.132, S5 1.801, H6 1.116

Computed properties:
Spin multiplicity: 1
F_max in eV/Å: 2.25
HOMO level (alpha / beta) in hartree: -0.317 / -0.317
M in g/mol: 114.17
ΔE to the lowest compared entry with this formula, charge and spin in eV: 1.2916
LUMO energy (alpha / beta) in eV: -0.84 / -0.84
Frontier orbital gap (alpha / beta) in eV: 7.8 / 7.8



The following is a quantum chemistry calculation of 2 unconnected molecules or ions with the total composition CH3FP2 in a non-equilibrium geometry, from the Open Molecules 2025 dataset.

Each atom is followed by the atoms it is bonded to, with distances in Å.
Cartesian coordinates (Å):
1 P -1.81206 -1.01907 -0.32021  H3 1.357, C5 1.629
2 F -1.23306 0.81537 1.67701  C5 1.306
3 H -0.73314 -1.23174 -1.11597  P1 1.357
4 H 0.95168 1.02734 -0.82341  P7 1.347
5 C -1.08565 0.13291 0.57328  P1 1.629, F2 1.306
6 H 2.12368 -0.57006 -0.20686  P7 1.515
7 P 1.78856 0.84525 0.21616  H4 1.347, H6 1.515

Computed properties:
Spin multiplicity: 1
F_max in eV/Å: 2.56
HOMO level (alpha / beta) in hartree: -0.321 / -0.322
M in g/mol: 95.98
ΔE to the lowest compared entry with this formula, charge and spin in eV: 4.0770
LUMO energy (alpha / beta) in eV: -1.08 / -0.68
Frontier orbital gap (alpha / beta) in eV: 7.7 / 8.1



The following is a quantum chemistry calculation of CH3I in the gas phase in a non-equilibrium geometry, from the Open Molecules 2025 dataset.

Each atom is followed by the atoms it is bonded to, with distances in Å.
Cartesian coordinates (Å):
1 H -0.22376 0.85944 -0.91210  C3 1.072
2 H 0.00708 0.74220 0.88751  C3 1.081
3 C 0.11790 0.27545 -0.08081  H1 1.072, H2 1.081, I4 2.356, H5 1.083
4 I -1.01868 -1.75253 0.30311  C3 2.356
5 H 1.11746 -0.12457 -0.19771  C3 1.083

Computed properties:
Spin multiplicity: 1
F_max in eV/Å: 2.39
HOMO level in hartree: -0.349
M in g/mol: 141.94
ΔE to the lowest compared entry with this formula, charge and spin in eV: 0.3669
LUMO energy in eV: -0.14
Frontier orbital gap in eV: 9.4